No. 1
2 unconnected molecules or ions with the total composition CH2BrN3 at a distorted geometry, computed with wB97M-V/def2-TZVPD.

```
7
Properties=species:S:1:pos:R:3:forces:R:3:lowdin_charge:R:1
C 0.501296 2.187984 1.097361 1.6965 -0.2299 -1.0916 -0.12
N -0.401387 2.303084 1.757168 -2.3079 0.3048 1.5733 0.06
N 0.080910 -1.928559 0.329268 -2.4015 -0.0575 0.0835 -0.08
N 0.652780 -1.014405 -0.217461 1.7447 1.2271 0.4635 -0.40
Br 2.493705 -0.901665 0.618777 0.7490 0.1925 -0.4519 0.44
H 1.370519 2.068669 0.524110 0.5974 -0.1009 -0.4816 0.01
H -0.812156 -2.137931 -0.116145 -0.0783 -1.3361 -0.0952 0.09
```
Positions in Å, forces in eV/Å.

Results
E_tot = -75576.5243 eV
HOMO (alpha / beta) = -7.7370 / -10.9264 eV
lowest unoccupied orbital energy (alpha / beta) = -0.53 / -3.21 eV
gap between HOMO and LUMO (alpha / beta) = 7.21 / 7.72 eV
energy above the lowest of the compared OMol25 structures with the same formula, charge and spin = 179.31 kJ/mol
2S+1 = 3
⟨S²⟩ = 2.02
charge = 0
maximum force = 2.81 eV/A

***

No. 2
A molecular structure, C26H64F6N4O18S3Sr at a distorted geometry, computed with wB97M-V/def2-TZVPD.

```
122
Properties=species:S:1:pos:R:3:forces:R:3:lowdin_charge:R:1
Sr 5.607800 4.991600 -14.233630 -0.8835 0.4732 -0.4474 1.73
S 3.561490 3.015920 -15.385870 2.3061 -1.7965 -0.6630 0.22
O 5.027950 2.779110 -15.412940 1.7362 -0.5748 0.2579 -0.46
O 3.410370 3.972000 -14.333470 -1.3100 1.5931 2.1121 -0.45
O 3.255090 3.550220 -16.679980 -1.3485 0.7653 -2.0829 -0.31
O 2.854590 1.766840 -15.122930 -0.5455 -0.3987 -0.1703 -0.31
C 2.982960 5.080240 -21.732210 0.5694 -0.6551 0.0315 -0.06
O 2.580020 4.920650 -20.354180 1.4018 -0.1302 -0.5603 -0.21
C 1.633030 5.875620 -20.061080 -0.8601 1.4895 0.9642 -0.25
C 1.386730 6.029880 -18.560280 0.9223 -1.6706 0.5858 -0.04
N 2.689470 5.973030 -17.727760 0.4364 0.9437 -2.6169 0.09
H 2.353300 6.206820 -16.804490 0.1617 0.8886 1.2598 0.07
H 3.008940 5.020670 -17.622670 0.2137 -0.5350 -0.2191 0.09
C 3.851500 6.889850 -18.208630 -2.4992 -0.6895 -0.6304 -0.04
C 5.054810 6.778560 -17.349990 0.3677 2.2714 0.4961 -0.22
O 5.394310 5.533070 -16.917580 -0.2581 -1.6735 2.5699 -0.27
C 5.932520 4.661150 -17.850890 -0.3122 -0.7226 -1.0511 -0.09
H 3.772500 4.359940 -21.946430 -0.2993 -0.3555 0.1370 0.09
H 3.467790 6.029330 -21.960820 -0.3979 0.4302 0.3813 0.10
H 2.133440 4.922240 -22.396630 -0.0105 0.0377 -0.0380 0.10
H 0.734280 5.616530 -20.620750 -0.5274 0.3882 0.2981 0.14
H 1.910720 6.900360 -20.307820 0.4354 0.0026 -0.9903 0.13
H 0.869940 5.160210 -18.154440 -0.4423 0.1927 0.0504 0.10
H 0.865450 6.944300 -18.277070 0.0388 -0.0600 -0.2561 0.15
H 3.360270 7.862210 -18.244740 0.6303 0.3367 0.3748 0.15
H 4.125810 6.682080 -19.242880 -0.4788 -0.5947 0.0106 0.13
H 4.913950 7.368810 -16.444520 0.0370 0.2111 -0.0081 0.14
H 5.897580 7.176830 -17.914980 0.0892 0.4844 -0.0565 0.15
H 6.237780 3.739460 -17.355510 0.3871 0.4570 0.0639 0.06
H 6.702290 5.218540 -18.384630 0.2464 -0.5386 -0.2545 0.11
H 5.155600 4.290350 -18.519480 -0.1091 0.3201 -0.5087 0.10
C 2.029150 -0.594800 -20.664960 0.1272 0.5686 -1.2083 -0.07
O 2.677320 0.385790 -19.860230 -0.4376 0.2179 0.4877 -0.21
C 2.382660 1.764880 -20.065530 0.2946 -0.3959 1.2377 -0.19
C 1.167560 2.155120 -19.222140 -0.7752 -1.5732 1.7776 0.00
N 1.432090 1.885120 -17.663600 0.7284 0.7793 -1.8333 0.06
H 2.010570 1.074140 -17.496980 0.3451 -0.3971 -0.8176 0.14
H 2.044380 2.662830 -17.462660 0.5044 0.5138 0.9680 0.07
C 0.327320 1.753160 -16.676300 -0.1062 1.3896 0.0313 -0.06
C 0.083620 3.035530 -15.853700 -0.5901 -0.4198 -0.4974 -0.21
O -0.463400 4.039860 -16.658460 0.9479 -1.8048 -0.9839 -0.20
C -0.934510 5.099440 -15.899730 0.0738 1.0589 -0.2431 -0.08
H 2.413800 -1.571360 -20.370890 0.0123 0.2067 -0.1941 0.10
H 2.273400 -0.306340 -21.687330 0.3131 -0.7067 -0.3139 0.10
H 0.939920 -0.616550 -20.699660 -0.2357 0.2224 0.8618 0.09
H 2.264060 2.150580 -21.078090 -0.2752 -0.5989 -0.3306 0.13
H 3.320050 2.200450 -19.719580 -0.2345 0.6830 0.2461 0.12
H 0.346790 1.449540 -19.350970 -0.0264 0.0691 -0.8008 0.13
H 0.759250 3.160040 -19.329420 0.3982 -0.0148 0.1509 0.12
H 0.663390 1.020670 -15.942400 -0.4464 -0.3847 -0.4393 0.11
H -0.500750 1.496970 -17.337190 -0.5682 -0.2965 0.9243 0.14
H 0.964720 3.414860 -15.336130 0.3210 -0.1313 -0.1563 0.10
H -0.614060 2.806020 -15.048310 -0.3063 -0.3914 0.0979 0.14
H -1.932690 4.866760 -15.528790 -0.0644 0.3664 0.0983 0.11
H -0.893290 5.900420 -16.637860 -0.6870 0.5288 0.5815 0.10
H -0.230910 5.329000 -15.099510 -0.1474 0.1700 0.2558 0.08
C 0.849130 1.744510 -8.555350 -0.1325 0.3324 1.2191 -0.10
O 1.149210 2.000830 -9.903340 1.3683 0.7460 -0.8313 -0.21
C 2.433290 2.649870 -10.138010 -1.1879 -1.3419 -1.7399 -0.13
C 2.514150 2.870860 -11.701670 -0.0333 -0.5458 1.5085 -0.05
N 2.662010 1.547650 -12.468740 -0.9053 0.0049 0.0195 0.08
H 2.848000 1.817850 -13.423990 0.5163 0.1774 -0.8701 0.05
H 3.441910 0.965210 -12.199260 0.3556 -0.0803 0.6180 0.15
C 1.455780 0.630750 -12.703500 -0.2034 0.6859 1.4490 -0.06
C 1.781350 -0.773780 -13.178920 0.7345 -0.3438 -1.1719 -0.18
O 2.978200 -1.355800 -12.687930 -0.2329 0.3818 -1.2455 -0.23
C 3.005740 -1.738730 -11.356110 -0.6476 0.0844 1.5628 -0.08
H 1.062240 2.628010 -7.953590 -0.1712 0.1752 0.0850 0.09
H 1.399020 0.932570 -8.079450 0.3839 -0.2740 -0.4259 0.09
H -0.206730 1.497360 -8.445010 0.0351 0.1601 -0.3375 0.10
H 3.232570 1.954320 -9.882150 0.2330 -0.1936 0.1995 0.12
H 2.632410 3.558830 -9.570350 -0.5465 0.2242 -0.0807 0.13
H 3.372250 3.490560 -11.961950 0.1651 -0.3558 0.1063 0.11
H 1.683820 3.425650 -12.138540 -0.2905 -0.3023 0.2311 0.13
H 0.876880 1.158690 -13.461300 -0.2653 -0.1698 0.2169 0.12
H 0.931970 0.587180 -11.748610 -0.1384 0.2274 -0.1556 0.13
H 1.917570 -0.797990 -14.260100 0.2932 0.3659 -0.1747 0.11
H 0.899720 -1.408680 -13.090950 -0.1004 -0.0826 0.7945 0.15
H 3.086840 -0.833690 -10.754080 0.2584 -0.0487 0.5738 0.08
H 3.813160 -2.436770 -11.134970 0.2266 0.2897 -0.3508 0.10
H 2.098320 -2.240390 -11.019910 -0.2694 -0.0813 -0.2389 0.11
C 4.565520 -3.267760 -14.468830 -0.3259 -1.5562 -0.2945 -0.09
O 5.690670 -2.537310 -14.938040 -1.2258 0.4007 1.1001 -0.14
C 5.831200 -1.389820 -14.124830 0.6624 0.1479 -0.9222 -0.19
C 5.260920 -0.146910 -14.820810 0.8035 -0.5861 1.1844 -0.11
N 6.024360 0.179310 -16.068210 -1.1778 -0.4566 -0.0787 0.06
H 6.141850 1.179430 -15.990420 -0.0256 0.6571 -0.5502 0.09
H 6.941660 -0.242090 -16.035190 0.4552 -0.4819 -0.2406 0.15
C 5.316850 -0.190240 -17.379170 2.1831 0.5100 0.5507 -0.02
C 6.373800 -0.057440 -18.545650 -0.9137 -1.6893 -0.1945 -0.16
O 7.597360 -0.828420 -18.286570 -0.2673 2.6701 0.1055 -0.17
C 8.825020 -0.214260 -18.868060 -0.7492 -0.2902 -0.1191 -0.05
H 4.585640 -4.205330 -15.024390 -0.3380 0.1245 -0.0435 0.11
H 3.587540 -2.787610 -14.502380 0.0976 0.4488 -0.8844 0.07
H 4.582630 -3.534780 -13.412180 0.8637 0.0096 0.2375 0.09
H 6.911180 -1.340930 -13.985660 0.1892 0.6757 0.1373 0.14
H 5.383690 -1.478660 -13.134910 -0.1437 -0.1688 -0.0941 0.11
H 5.447400 0.705750 -14.167890 -0.2417 0.0171 0.0833 0.12
H 4.185410 -0.212020 -14.985590 0.2512 -0.0531 -0.3530 0.11
H 4.526140 0.558720 -17.423040 -0.1266 -0.2777 -0.4989 0.11
H 4.948960 -1.202880 -17.213940 0.0262 0.0878 -0.2829 0.14
H 6.408520 0.966650 -18.917300 1.0934 0.4412 0.7428 0.11
H 5.883260 -0.496640 -19.414310 -0.1437 -0.4973 -0.0405 0.12
H 9.048100 -0.755600 -19.787460 0.0943 0.0530 0.1213 0.10
H 9.683660 -0.226820 -18.196730 -0.3298 -0.7124 0.3268 0.09
H 8.725730 0.847210 -19.095030 -0.6138 0.0172 -0.1232 0.07
C 9.601310 4.333700 -17.186460 -0.6915 -0.4719 -0.2006 -0.58
F 9.547570 5.607670 -16.762260 0.2417 -1.4522 -0.5897 0.17
F 8.894130 4.174200 -18.336070 0.8791 0.3577 1.3323 0.14
F 10.823310 3.869880 -17.336290 -0.6261 0.6466 0.1128 0.21
S 8.720580 3.236990 -15.854120 -0.2800 0.6663 -2.0512 0.67
O 8.332210 1.964510 -16.490840 0.9328 1.2968 1.2962 -0.14
O 9.751420 3.034420 -14.786780 -0.8775 -0.3898 -0.2967 -0.02
O 7.582980 4.053380 -15.450890 1.3072 -0.6415 0.5831 -0.37
C 2.244170 8.713000 -13.420710 -2.2949 -1.1685 -1.2387 -0.69
F 2.839520 8.974280 -12.326570 1.1788 -0.3915 2.4338 0.21
F 0.919150 8.958130 -13.267050 0.6258 -0.1496 -0.2409 0.13
F 2.737950 9.539070 -14.310990 0.2056 0.1856 -1.3227 0.16
S 2.341910 6.872320 -14.034910 -1.5129 1.9279 1.1875 0.56
O 1.864330 7.059620 -15.409910 0.5055 -0.6947 0.4251 -0.31
O 3.770040 6.590250 -13.899550 1.6441 -0.1867 -0.4979 -0.50
O 1.531000 6.057040 -13.157940 0.3570 0.3890 -0.7027 -0.28
```
Positions in Å, forces in eV/Å.

Results
E_tot = -120433.8708 eV
HOMO (alpha / beta) = -16.3175 / -16.3175 eV
lowest unoccupied orbital energy (alpha / beta) = -7.60 / -13.07 eV
gap between HOMO and LUMO (alpha / beta) = 8.71 / 3.25 eV
2S+1 = 2
⟨S²⟩ = 0.76
charge = +3
maximum force = 3.08 eV/A

***

> Which of these has the highest maximum force?

C26H64F6N4O18S3Sr